Model A:
Formula: C4H9P
Source: the OMol25 dataset
Level of theory: the ωB97M-V functional and the def2-TZVPD basis

CARTESIAN COORDINATES (ANGSTROEM)
C 1.34 1.39 0.01
C 0.20 0.55 -0.56
P -1.62 0.94 -0.05
C -0.40 -0.46 0.39
C -0.73 -1.83 -0.26
H 1.35 1.43 1.14
H 1.54 2.32 -0.40
H 2.14 0.80 -0.24
H 0.18 0.16 -1.52
H -1.46 2.03 0.93
H 0.02 -0.69 1.31
H -1.21 -2.01 -1.16
H -1.42 -2.18 0.54
H 0.08 -2.45 -0.13

E_LUMO: 1.189 eV
Spin multiplicity: 1
SMILES: C[C@@H]1P[C@H]1C
Orbital gap: 10.16 eV


Model B:
Formula: C4H9P
Source: the OMol25 dataset
Level of theory: the ωB97M-V functional and the def2-TZVPD basis

CARTESIAN COORDINATES (ANGSTROEM)
C 0.49 -0.80 -0.32
C 0.69 0.61 0.04
C 1.18 1.60 -0.91
C -1.82 -1.13 1.08
P -1.29 -0.39 -0.53
H 0.93 -0.94 -1.31
H 0.63 -1.70 0.29
H 0.72 0.88 1.06
H 1.38 2.69 -0.54
H 0.50 1.56 -1.70
H 2.10 1.20 -1.27
H -1.06 -1.95 1.29
H -2.87 -1.32 0.95
H -1.59 -0.31 1.88

E_LUMO: 0.807 eV
Spin multiplicity: 1
Orbital gap: 8.38 eV


Model C:
Formula: C4H9P
Source: the OMol25 dataset
Level of theory: the ωB97M-V functional and the def2-TZVPD basis

CARTESIAN COORDINATES (ANGSTROEM)
C -0.96 0.07 1.41
C -1.20 0.90 0.25
C -0.19 -0.18 0.11
C -0.17 -1.39 -0.81
P 2.49 0.84 0.14
H -0.38 0.42 2.30
H -1.73 -0.67 1.67
H -2.10 0.70 -0.38
H -0.76 1.96 0.36
H 0.40 -1.29 -1.76
H -1.26 -1.49 -1.23
H 0.34 -2.23 -0.31
H 2.33 2.06 -0.75
H 3.20 0.30 -1.00

E_LUMO (alpha / beta): -0.575 / -0.026 eV
Spin multiplicity: 1
Orbital gap (alpha / beta): 7.46 / 8.19 eV


It comes down to model A, which is 9.6 kcal/mol more stable than the next structure.


Model A:
Formula: C2H3Cl3
Source: the OMol25 dataset
Level of theory: the ωB97M-V functional and the def2-TZVPD basis

CARTESIAN COORDINATES (ANGSTROEM)
C -1.97 1.18 -0.58
C 1.58 -0.76 0.47
Cl -0.59 0.87 0.49
Cl 1.27 -2.33 -0.10
Cl 2.16 -0.65 2.11
H -1.59 1.52 -1.57
H -2.86 0.44 -0.52
H 2.02 -0.26 -0.30

E_LUMO (alpha / beta): -0.332 / -0.428 eV
Spin multiplicity: 1
Orbital gap (alpha / beta): 8.69 / 8.03 eV


Model B:
Formula: C2H3Cl3
Source: the OMol25 dataset
Level of theory: the ωB97M-V functional and the def2-TZVPD basis

CARTESIAN COORDINATES (ANGSTROEM)
Cl 0.84 1.97 0.00
C -0.29 0.65 -0.35
C 0.24 -0.63 0.22
Cl -0.58 -2.07 -0.44
Cl 0.11 -0.67 2.00
H -0.34 0.57 -1.43
H -1.29 0.90 0.05
H 1.32 -0.72 -0.05

E_LUMO: 0.847 eV
Spin multiplicity: 1
SMILES: ClCC(Cl)Cl
Orbital gap: 11.92 eV


It comes down to model B, which is 99.0 kcal/mol more stable than the next structure.


Model A:
Formula: C5H17N3O
Source: the OMol25 dataset
Level of theory: the ωB97M-V functional and the def2-TZVPD basis

CARTESIAN COORDINATES (ANGSTROEM)
C -1.33 0.62 -0.84
C -0.16 0.65 1.40
C -2.67 0.59 -0.11
N -0.15 0.02 0.06
N -0.25 -1.37 0.07
N -1.41 -0.18 -2.01
H -1.06 1.66 -1.07
H 0.89 -1.91 0.76
H -1.00 -1.62 0.72
H -1.25 -1.14 -1.69
H -0.69 0.05 -2.69
H -0.07 1.73 1.31
H 0.68 0.24 1.96
H -1.08 0.39 1.92
H -2.71 1.31 0.70
H -2.86 -0.41 0.27
H -3.45 0.82 -0.83
C 1.24 0.37 -0.69
C 2.51 0.56 0.12
O 1.86 -2.10 1.27
H 2.04 -3.03 1.11
H 1.00 1.32 -1.17
H 1.36 -0.39 -1.45
H 2.41 1.33 0.88
H 3.30 0.88 -0.56
H 2.85 -0.37 0.56

E_LUMO: 0.714 eV
Spin multiplicity: 1
Orbital gap: 8.77 eV


Model B:
Formula: C5H17N3O
Source: the OMol25 dataset
Level of theory: the ωB97M-V functional and the def2-TZVPD basis

CARTESIAN COORDINATES (ANGSTROEM)
N 2.48 -0.23 -1.03
C 1.41 -0.95 -0.33
C 1.13 -0.49 1.09
C 0.68 0.97 1.25
C -0.57 1.37 0.46
N -1.77 0.63 0.89
C -2.34 -0.40 0.01
N -2.41 -1.72 0.56
H 3.37 -0.45 -0.59
H 2.35 0.78 -0.97
H 0.52 -0.90 -0.96
H 1.71 -1.99 -0.33
H 2.02 -0.61 1.71
H 0.34 -1.10 1.53
H 0.48 1.17 2.31
H 1.49 1.64 0.96
H -0.76 2.43 0.57
H -0.41 1.09 -0.58
H -1.66 0.30 1.83
H -3.36 -0.09 -0.26
H -1.79 -0.42 -0.93
H -2.77 -1.74 1.51
H -1.54 -2.24 0.50
O 0.66 1.28 -3.22
H -0.26 1.04 -3.38
H 0.99 0.62 -2.60

E_LUMO: 0.875 eV
Spin multiplicity: 1
SMILES: NCCCCNCN.O
Orbital gap: 9.46 eV


It comes down to model B, which is 46.2 kcal/mol more stable than the next structure.


Model A:
Formula: C5H13NO2
Source: the OMol25 dataset
Level of theory: the ωB97M-V functional and the def2-TZVPD basis

CARTESIAN COORDINATES (ANGSTROEM)
C 0.37 -0.90 -2.21
N 0.73 1.94 -1.62
C 0.81 1.04 -0.65
C 0.75 -0.33 -0.86
C 0.78 -1.31 0.19
C 1.45 -1.06 1.34
H -0.72 -0.78 -2.31
H 0.57 -1.96 -2.31
H 0.97 -0.45 -3.00
H 0.93 1.66 -2.58
H 0.18 2.80 -1.56
H 1.01 1.46 0.33
H 0.31 -2.27 0.06
H 1.88 -0.10 1.62
H 1.48 -1.73 2.20
H -0.82 0.81 4.15
H -0.93 1.53 2.76
O -0.44 1.50 3.58
H -2.36 -0.47 0.19
H -3.67 -1.13 0.43
O -3.30 -0.26 0.24

E_LUMO (alpha / beta): -4.353 / -6.987 eV
Net charge: +1
Spin multiplicity: 2
Orbital gap (alpha / beta): 9.40 / 7.53 eV


Model B:
Formula: C5H13NO2
Source: the OMol25 dataset
Level of theory: the ωB97M-V functional and the def2-TZVPD basis

CARTESIAN COORDINATES (ANGSTROEM)
C 1.60 -1.35 0.02
C 0.05 -1.03 0.26
C -0.32 0.09 -0.71
C -1.87 0.33 -0.71
C -2.33 0.57 -2.05
O -2.59 1.64 -2.56
N -0.32 -0.90 1.67
H 2.05 -0.79 0.87
H 1.90 -0.99 -0.94
H 1.73 -2.39 0.21
H -0.58 -1.91 -0.11
H 0.12 1.06 -0.41
H 0.07 -0.12 -1.72
H -2.33 -0.58 -0.27
H -2.16 1.07 0.03
H -2.67 -0.27 -2.70
H -0.18 0.05 2.01
H 0.35 -1.44 2.21
H 2.74 1.88 2.13
H 2.72 2.66 1.05
O 2.04 2.40 1.70

E_LUMO (alpha / beta): -5.822 / -9.468 eV
Net charge: +1
Spin multiplicity: 2
Orbital gap (alpha / beta): 7.29 / 3.57 eV


It comes down to model A, which is 47.7 kcal/mol more stable than the next structure.